The following is a quantum chemistry calculation of the ion C3H8NO with charge -1, from the Open Molecules 2025 dataset.

net charge = -1
energy = -6776.992 eV
structure (SMILES) = CCNC[O-]
highest occupied orbital energy = -0.0858 Ha

Last column: Mulliken charge in e.
Cartesian coordinates (Å):
C 0.4326 -0.6890 -0.2309  -0.332
N -0.3554 0.5939 -0.4957  -0.539
C -1.9177 0.5823 -0.1638  -0.452
O -2.1188 0.4997 1.1175  -0.841
C 1.7786 -0.3619 0.3597  -1.112
H 0.3809 -1.2241 -1.1521  0.300
H -0.0954 -1.3997 0.3683  0.292
H 0.1326 1.3015 0.0853  0.253
H -2.1597 1.6291 -0.7590  0.180
H -2.4135 -0.1068 -0.7779  0.308
H 2.3496 0.3027 -0.3108  0.294
H 1.7003 0.1744 1.3497  0.285
H 2.2858 -1.3021 0.6098  0.364

Forces on the atoms, in the same order (eV/Å):
-1.950 2.141 -0.099
0.752 -1.120 -0.230
2.669 3.533 0.852
-0.767 -0.027 0.159
0.221 0.085 0.697
1.096 -0.317 -1.186
-0.615 -0.100 1.385
-1.220 -0.448 -0.234
0.072 -1.166 1.170
-0.456 -1.902 -1.357
0.066 -0.483 0.191
-0.321 -0.421 -0.998
0.452 0.223 -0.351